(1)
Density functional theory data (ωB97M-V/def2-TZVPD) for a structure of composition C23H23N2S2Se4Tc at a distorted geometry.

```
55
Properties=species:S:1:pos:R:3:forces:R:3
Tc 0.098 -1.400 -3.165 0.774 -0.222 -0.964
C -2.038 -1.971 -3.681 -0.098 -0.052 -0.001
C -1.365 -1.486 -4.844 -0.033 0.036 0.275
C -0.304 -2.394 -5.138 -0.076 -0.003 0.101
C -0.331 -3.432 -4.170 -0.046 -0.104 0.089
C -1.397 -3.164 -3.279 -0.237 -0.088 -0.047
H -2.915 -1.541 -3.225 0.045 0.061 0.024
H -1.642 -0.616 -5.416 0.020 0.019 0.005
H 0.368 -2.335 -5.979 0.057 0.075 0.048
H 0.311 -4.298 -4.142 0.057 0.074 0.042
H -1.697 -3.782 -2.447 0.093 0.041 0.066
S -0.519 0.627 -2.200 -0.187 0.156 -0.311
C -0.214 0.598 -0.565 0.359 -0.466 0.431
N -0.287 1.671 0.215 -0.257 0.043 0.206
C 0.145 1.618 1.613 -0.003 0.048 -0.094
C -0.237 0.292 2.201 -0.029 -0.083 -0.016
N 0.305 -0.783 1.363 0.127 0.013 0.101
C 0.968 -1.887 2.081 -0.196 -0.130 -0.104
C 2.266 -1.404 2.670 0.053 0.043 0.005
C 3.306 -1.015 1.827 0.002 -0.015 0.026
C 4.490 -0.536 2.359 -0.003 0.003 0.037
C 4.645 -0.442 3.738 0.003 -0.005 -0.017
C 3.617 -0.832 4.580 -0.021 -0.005 -0.033
C 2.426 -1.309 4.045 0.045 -0.001 0.025
C 0.250 -0.696 0.050 -0.136 0.535 -0.178
S 0.675 -1.966 -0.980 -0.149 -0.240 0.139
C -0.894 2.933 -0.215 0.282 0.053 -0.120
C -2.274 3.095 0.364 -0.042 0.079 0.050
C -2.594 4.252 1.062 -0.063 -0.011 0.015
C -3.862 4.418 1.604 0.013 -0.033 -0.026
C -4.813 3.421 1.457 0.023 -0.010 -0.002
C -4.496 2.260 0.761 -0.019 0.005 0.006
C -3.234 2.098 0.215 -0.025 -0.009 -0.006
H -0.353 2.427 2.146 -0.016 -0.031 0.002
H 1.227 1.772 1.668 -0.016 0.006 0.008
H -1.324 0.188 2.246 0.018 0.014 0.034
H 0.173 0.178 3.203 0.030 0.025 -0.037
H 1.122 -2.705 1.382 -0.009 0.008 0.012
H 0.286 -2.231 2.860 0.008 0.012 0.008
H 3.195 -1.102 0.751 -0.014 0.000 -0.028
H 5.297 -0.244 1.702 0.018 0.008 -0.015
H 5.572 -0.071 4.153 0.021 0.006 0.006
H 3.738 -0.768 5.652 0.001 0.002 0.028
H 1.626 -1.622 4.705 -0.023 -0.005 0.012
H -0.892 2.967 -1.304 -0.041 -0.019 0.034
H -0.248 3.739 0.139 0.009 0.007 -0.043
H -1.852 5.032 1.181 0.027 0.023 0.003
H -4.102 5.325 2.142 -0.008 0.019 0.020
H -5.799 3.545 1.882 -0.025 0.005 0.000
H -5.240 1.485 0.637 -0.014 -0.010 0.005
H -3.001 1.197 -0.340 0.010 -0.005 -0.005
Se 2.056 -0.311 -3.969 -0.309 0.107 0.198
Se 3.431 -3.668 -2.840 -0.004 -0.041 0.140
Se 3.241 -3.690 -5.032 -0.006 -0.141 -0.024
Se 3.091 -1.437 -5.721 0.009 0.201 -0.128
```
Positions in Å, forces in eV/Å.

As for the expectation value of S²: 0.887. The calculation puts the frontier orbital gap (alpha / beta) at 0.22096 / 0.21905 Eh. As for the spin multiplicity: 2. The net charge is +1.

Atom charges from the Löwdin analysis, given in e for atoms 1 to 8:
1 Tc 0.473
2 C -0.201
3 C -0.196
4 C -0.234
5 C -0.183
6 C -0.181
7 H 0.114
8 H 0.118

---

(2)
Density functional theory data (ωB97M-V/def2-TZVPD) for a structure of composition C23H23N3O4ReS3SeTe at a distorted geometry.

```
59
Properties=species:S:1:pos:R:3:forces:R:3
Re -0.061 0.275 -1.003 1.010 0.407 -0.062
O -1.985 0.787 -0.108 -0.243 -0.655 -0.336
S -2.192 1.508 -1.371 -0.501 0.688 0.255
O -3.457 2.071 -1.650 -0.131 0.100 -0.084
O -1.854 0.367 -2.522 -0.002 0.553 -0.120
O -0.981 2.348 -1.579 0.160 -0.080 0.223
S 1.437 0.489 0.800 -0.012 -0.034 -0.342
C 0.934 1.687 1.926 -0.041 0.033 0.175
N 1.805 2.204 2.764 -0.073 -0.170 0.019
C 1.346 3.227 3.703 0.016 0.064 0.001
C -0.184 3.268 3.597 0.008 0.005 -0.012
S -0.654 2.294 2.124 0.008 0.042 -0.018
H 2.774 1.920 2.724 0.009 0.023 -0.014
H 1.795 4.183 3.436 -0.003 -0.014 -0.017
H 1.666 2.964 4.710 0.002 0.018 -0.001
H -0.554 4.281 3.474 -0.009 -0.003 0.020
H -0.665 2.817 4.461 -0.010 -0.008 -0.013
C 3.648 -3.465 -2.976 -0.034 -0.026 -0.069
N 3.122 -3.340 -1.626 0.095 0.145 0.113
C 2.278 -2.403 -1.178 0.179 0.043 -0.087
Se 1.408 -1.137 -2.307 -0.302 -0.338 0.232
N 2.080 -2.601 0.128 -0.039 -0.005 -0.009
C 2.814 -3.700 0.558 0.076 -0.094 -0.033
C 2.941 -4.309 1.800 0.031 0.009 -0.022
C 3.752 -5.426 1.852 -0.004 0.004 0.031
C 4.410 -5.917 0.716 0.008 -0.006 -0.034
C 4.290 -5.304 -0.516 0.004 0.049 0.049
C 3.479 -4.176 -0.566 -0.093 -0.070 0.063
H 4.694 -3.756 -2.915 -0.005 0.003 -0.006
H 3.579 -2.506 -3.482 -0.015 -0.008 0.003
H 3.090 -4.217 -3.532 0.014 0.001 -0.003
H 1.472 -2.028 0.693 -0.030 -0.005 -0.029
H 2.436 -3.933 2.679 -0.028 -0.008 -0.007
H 3.883 -5.938 2.795 -0.006 -0.005 -0.001
H 5.022 -6.803 0.807 0.018 0.011 0.003
H 4.801 -5.688 -1.388 -0.010 -0.006 -0.011
Te -1.769 1.502 -4.269 -0.095 -0.636 0.250
C 0.247 1.352 -4.616 0.137 0.001 -0.115
C 0.810 0.326 -5.379 -0.038 0.110 -0.034
C 2.160 0.386 -5.674 0.011 0.015 -0.004
C 2.927 1.456 -5.228 0.024 -0.021 -0.015
C 2.356 2.483 -4.487 -0.010 0.002 0.012
C 1.008 2.443 -4.180 -0.006 -0.055 0.089
C -2.546 -0.067 -5.347 -0.089 -0.076 -0.005
C -2.137 -1.385 -5.140 -0.015 0.018 0.021
C -2.765 -2.388 -5.855 -0.002 0.011 -0.010
C -3.784 -2.077 -6.752 0.005 -0.008 0.008
C -4.197 -0.766 -6.932 0.001 -0.018 -0.001
C -3.586 0.254 -6.218 0.043 0.004 -0.072
H 0.209 -0.484 -5.765 -0.033 -0.034 0.014
H 2.612 -0.395 -6.272 0.001 0.000 -0.006
H 3.979 1.499 -5.477 0.000 0.001 -0.002
H 2.957 3.320 -4.161 0.002 -0.002 0.009
H 0.560 3.240 -3.599 -0.005 -0.010 -0.005
H -1.372 -1.631 -4.412 0.018 0.020 -0.014
H -2.469 -3.418 -5.708 -0.003 -0.003 0.009
H -4.269 -2.871 -7.302 -0.002 0.002 -0.004
H -5.003 -0.536 -7.614 0.006 0.006 -0.009
H -3.923 1.275 -6.351 0.005 0.010 0.029
```
Positions in Å, forces in eV/Å.

As for the expectation value of S²: 0.756. The calculation puts the frontier orbital gap (alpha / beta) at 0.21233 / 0.20177 Eh. As for the spin multiplicity: 2. The net charge is +2.

Atom charges from the Löwdin analysis, given in e for atoms 1 to 8:
1 Re 0.669
2 O -0.420
3 S 0.262
4 O -0.224
5 O -0.646
6 O -0.432
7 S 0.586
8 C -0.995

---

(3)
Density functional theory data (ωB97M-V/def2-TZVPD) for a structure of composition C23H23N4O8PReS.

```
61
Properties=species:S:1:pos:R:3:forces:R:3
Re 0.729 1.265 1.241 0.085 0.105 -0.094
N 2.032 2.979 1.635 0.061 0.003 0.002
C 3.214 2.774 0.749 0.005 -0.003 0.007
C 3.621 1.305 0.851 0.010 -0.023 -0.043
O 4.783 0.968 0.830 -0.006 0.014 0.022
N 2.544 0.469 1.030 0.020 -0.035 0.042
C 2.728 -0.635 1.976 0.014 -0.017 0.003
C 2.130 -0.147 3.306 0.030 -0.026 -0.008
O 2.493 -0.512 4.384 0.010 0.008 0.012
O 1.181 0.787 3.109 -0.027 0.038 -0.004
H 2.309 2.949 2.615 0.002 0.007 -0.007
H 1.598 3.880 1.450 -0.010 -0.008 0.001
H 2.917 3.019 -0.270 -0.001 -0.004 0.002
H 4.057 3.393 1.045 -0.003 -0.001 -0.006
H 2.178 -1.523 1.659 -0.004 0.017 0.009
H 3.780 -0.880 2.095 -0.004 0.007 0.000
O -0.131 -1.564 2.896 -0.049 -0.060 -0.007
S -1.485 -1.051 2.846 0.036 0.068 0.047
O -2.328 -1.264 3.987 0.014 -0.011 -0.010
O -1.526 0.358 2.350 -0.077 -0.120 -0.022
C -2.170 -1.974 1.493 -0.065 0.026 0.041
C -3.199 -2.877 1.711 0.014 -0.004 -0.001
C -3.666 -3.652 0.662 0.004 -0.005 0.006
C -3.109 -3.518 -0.603 -0.003 0.005 0.000
C -2.093 -2.602 -0.819 -0.019 0.030 -0.007
C -1.608 -1.826 0.234 0.043 -0.042 -0.070
P -0.362 -0.559 -0.197 -0.023 0.037 0.078
C -1.363 0.346 -1.429 0.003 0.010 0.018
C -2.562 0.881 -0.951 -0.021 -0.017 0.013
C -3.384 1.614 -1.790 0.001 0.006 -0.008
C -3.021 1.813 -3.116 -0.002 0.012 0.006
C -1.842 1.268 -3.596 0.011 -0.002 -0.004
C -1.012 0.536 -2.757 0.001 0.000 -0.015
C 0.956 -1.447 -1.065 -0.012 0.012 -0.030
C 1.890 -0.714 -1.799 0.015 0.005 0.008
C 2.969 -1.352 -2.385 -0.004 -0.009 0.011
C 3.139 -2.721 -2.223 -0.001 0.000 -0.007
C 2.227 -3.449 -1.476 0.005 0.002 0.001
C 1.135 -2.817 -0.896 0.016 0.005 0.019
H -3.610 -2.958 2.708 -0.003 -0.001 0.002
H -4.465 -4.361 0.830 -0.005 0.001 -0.002
H -3.473 -4.117 -1.427 -0.001 -0.004 0.001
H -1.683 -2.483 -1.815 0.005 0.000 0.000
H -2.869 0.681 0.072 0.001 0.006 0.001
H -4.317 2.015 -1.415 0.000 0.000 0.004
H -3.660 2.388 -3.772 -0.002 0.001 -0.004
H -1.558 1.416 -4.629 0.001 0.001 -0.003
H -0.097 0.115 -3.149 -0.006 0.006 -0.001
H 1.780 0.360 -1.898 0.007 0.008 0.016
H 3.689 -0.777 -2.952 0.003 0.000 -0.004
H 3.990 -3.216 -2.671 0.003 -0.001 0.000
H 2.365 -4.513 -1.334 0.001 -0.003 -0.001
H 0.436 -3.390 -0.301 0.006 0.001 -0.001
N -0.988 2.694 1.461 -0.036 -0.007 0.001
N -0.851 3.697 0.471 0.010 -0.009 0.018
C -0.182 3.291 -0.716 -0.128 -0.058 -0.011
O -0.321 3.931 -1.726 0.036 0.020 0.009
O 0.594 2.250 -0.554 0.008 -0.001 0.001
H -1.834 2.128 1.374 0.014 0.011 -0.015
H -1.003 3.109 2.388 0.006 0.002 -0.013
H -1.692 4.223 0.276 0.014 -0.005 -0.004
```
Positions in Å, forces in eV/Å.

As for the expectation value of S²: 3.767. The calculation puts the frontier orbital gap (alpha / beta) at 0.30854 / 0.29435 Eh. As for the spin multiplicity: 4. The net charge is 0.

Atom charges from the Löwdin analysis, given in e for atoms 1 to 8:
1 Re 1.603
2 N -0.042
3 C -0.103
4 C -0.507
5 O 0.090
6 N -0.145
7 C -0.095
8 C -0.581

---

(4)
Density functional theory data (ωB97M-V/def2-TZVPD) for the molecule C23H23N7OS at a distorted geometry.

```
55
Properties=species:S:1:pos:R:3:forces:R:3
C -1.250 -3.027 8.382 0.073 0.017 0.052
C -0.788 -2.442 7.084 -0.005 -0.035 -0.064
C -0.115 -3.225 6.151 -0.111 0.195 0.118
C 0.332 -2.692 4.958 0.066 0.102 -0.171
C 0.105 -1.348 4.687 -0.381 -0.212 0.893
C -0.564 -0.547 5.607 0.083 0.010 -0.146
C -1.003 -1.099 6.793 0.069 -0.147 -0.064
H -1.524 -0.477 7.507 -0.064 0.067 0.065
H -0.731 0.493 5.375 -0.036 0.057 0.036
N 0.540 -0.781 3.484 0.603 -0.314 -1.034
C 1.213 -1.347 2.448 0.338 0.660 -1.047
N 1.655 -2.589 2.254 -0.192 -0.171 0.506
C 2.263 -2.746 1.099 -0.036 -0.281 0.229
N 2.465 -1.840 0.152 0.077 0.351 -0.342
C 2.024 -0.606 0.325 0.030 -0.154 0.060
C 1.367 -0.285 1.520 0.022 -1.410 0.744
N 0.788 0.819 2.056 0.083 0.666 -0.587
N 0.315 0.515 3.190 -0.493 0.534 0.710
S 2.279 0.580 -0.918 0.123 0.282 -0.220
C 2.821 -0.483 -2.301 -0.170 0.014 0.332
C 1.628 -0.954 -3.123 0.455 -0.094 0.169
O 1.309 -2.127 -3.122 -0.009 -0.288 0.112
N 0.973 -0.027 -3.853 -0.249 0.150 -0.360
C 1.176 1.402 -3.863 -0.108 0.323 0.266
H 2.072 1.685 -3.314 0.023 -0.020 -0.092
C -0.046 2.090 -3.245 0.294 0.100 -0.034
N -1.234 1.719 -3.984 0.153 -0.183 -0.132
C -2.319 2.593 -4.015 -0.267 0.181 -0.049
C -3.628 2.174 -3.770 0.170 -0.157 0.064
C -4.685 3.059 -3.878 -0.093 0.137 -0.035
C -4.469 4.380 -4.222 -0.159 0.022 0.007
C -3.174 4.809 -4.465 0.020 0.037 0.041
C -2.114 3.931 -4.369 0.047 0.022 0.073
H -1.117 4.281 -4.589 0.088 0.000 -0.050
H -2.988 5.837 -4.742 0.024 0.073 -0.029
H -5.297 5.068 -4.302 -0.070 0.054 -0.010
H -5.688 2.709 -3.680 -0.069 -0.029 0.015
H -3.830 1.156 -3.476 0.022 -0.096 0.021
C -1.450 0.290 -3.950 0.136 -0.146 -0.233
H -2.326 0.041 -4.549 0.012 -0.005 0.058
C -0.230 -0.405 -4.564 -0.375 -0.296 0.080
H -0.334 -1.489 -4.501 0.016 0.151 -0.049
H -0.129 -0.105 -5.612 -0.050 -0.013 0.036
H -1.596 -0.081 -2.923 -0.055 -0.011 -0.050
H 0.089 3.170 -3.266 0.000 -0.030 0.002
H -0.128 1.775 -2.191 0.012 0.064 -0.078
H 1.280 1.724 -4.906 0.055 0.061 0.105
H 3.537 0.087 -2.889 0.009 0.021 0.047
H 3.290 -1.359 -1.851 -0.020 0.114 -0.214
H 2.649 -3.734 0.888 0.025 -0.107 -0.003
H 0.851 -3.303 4.237 -0.002 -0.039 0.019
H 0.060 -4.270 6.361 0.011 -0.112 0.010
H -0.467 -2.923 9.134 -0.009 -0.035 0.105
H -1.473 -4.086 8.274 -0.046 -0.066 0.051
H -2.135 -2.512 8.746 -0.068 -0.018 0.066
```
Positions in Å, forces in eV/Å.

The calculation puts the frontier orbital gap at 0.28595 Eh. Its structure (SMILES) is Cc1ccc(-n2nnc3c(SCC(=O)N4CCN(c5ccccc5)CC4)ncnc32)cc1. As for the spin multiplicity: 1. The net charge is 0.

Atom charges from the Löwdin analysis, given in e for atoms 1 to 8:
1 C -0.053
2 C -0.282
3 C -0.036
4 C -0.006
5 C -0.184
6 C -0.013
7 C -0.039
8 H 0.113

---

Which E belongs to each record? In order, -312454.80933 -144143.74927 -68820.73615 -47537.65267 eV.
Which energy relative to the best compared isomer or geometry (same formula, charge and spin) belongs to each record? In order, 21.80 231.04 56.10 8.24 kJ/mol.